{"formula": "C35H26ClCrIP2S2", "method": "ωB97M-V/def2-TZVPD", "species": ["Cr", "S", "P", "C", "P", "S", "C", "C", "C", "C", "C", "C", "C", "C", "C", "C", "C", "C", "C", "C", "C", "C", "C", "C", "C", "C", "C", "C", "C", "C", "H", "H", "H", "H", "H", "H", "H", "H", "H", "H", "H", "H", "H", "H", "H", "H", "H", "H", "H", "H", "I", "C", "C", "C", "C", "C", "C", "C", "C", "C", "C", "H", "H", "H", "H", "H", "H", "Cl"], "positions_angstrom": [[-1.63003, -0.34015, -1.23254], [-0.73924, -2.76617, -1.54717], [-0.03938, -2.05226, 0.19135], [0.01333, -0.34800, 0.21814], [1.02580, 0.44374, -0.88929], [0.19464, 0.41208, -2.73480], [1.24945, 2.21219, -0.43972], [0.58443, 3.21371, -1.13811], [0.70698, 4.54217, -0.75610], [1.50012, 4.88626, 0.32669], [2.16989, 3.89392, 1.02963], [2.04098, 2.56770, 0.64940], [2.75722, -0.13522, -0.92969], [3.42720, -0.28153, -2.13808], [4.74315, -0.72043, -2.16222], [5.39905, -1.01514, -0.97588], [4.73492, -0.87433, 0.23509], [3.42067, -0.43864, 0.25603], [1.51825, -2.95495, 0.61043], [1.96892, -2.99080, 1.92977], [3.16001, -3.61760, 2.25344], [3.91978, -4.22027, 1.25678], [3.47733, -4.19167, -0.05624], [2.28074, -3.56328, -0.37599], [-1.06069, -2.60360, 1.59810], [-1.38178, -1.71679, 2.61523], [-2.11093, -2.15143, 3.71401], [-2.52092, -3.47328, 3.79536], [-2.20742, -4.36003, 2.77142], [-1.48099, -3.92557, 1.67621], [-0.04064, 2.94187, -1.97776], [0.16818, 5.30439, -1.30357], [1.59578, 5.92285, 0.62494], [2.79240, 4.15013, 1.87778], [2.56490, 1.80636, 1.21388], [2.90350, -0.07242, -3.06335], [5.25305, -0.84047, -3.10952], [6.42320, -1.36524, -0.99473], [5.23150, -1.12546, 1.16296], [2.89125, -0.35689, 1.19678], [1.37631, -2.52610, 2.70999], [3.49506, -3.64162, 3.28266], [4.85151, -4.71260, 1.50645], [4.06523, -4.65585, -0.83833], [1.93042, -3.53119, -1.40181], [-1.07736, -0.68116, 2.51236], [-2.37127, -1.45193, 4.49832], [-3.09598, -3.81207, 4.64812], [-2.54146, -5.38859, 2.82327], [-1.25681, -4.60639, 0.86268], [-3.20148, -0.28375, -3.59472], [-4.13752, 1.42568, -2.85693], [-5.21144, 1.90837, -3.54817], [-5.84599, 3.08909, -3.10781], [-5.37130, 3.73549, -2.00605], [-4.26099, 3.23522, -1.28184], [-3.78849, 3.92751, -0.13790], [-2.73185, 3.43306, 0.56257], [-2.10963, 2.22807, 0.16206], [-2.50306, 1.50817, -0.94059], [-3.61025, 2.03844, -1.68622], [-5.57379, 1.39629, -4.42859], [-6.70023, 3.47310, -3.64999], [-5.84114, 4.64839, -1.65884], [-4.28710, 4.84232, 0.16056], [-2.36197, 3.95687, 1.43670], [-1.29403, 1.84898, 0.77008], [-3.45003, -1.19956, -0.17668]], "forces_ev_per_angstrom": [[0.130, -0.017, 0.346], [-0.031, -0.027, 0.029], [0.152, -0.202, 0.149], [-0.113, -0.179, -0.511], [-0.021, 0.189, 0.167], [-0.030, 0.071, 0.094], [-0.109, -0.010, -0.015], [0.061, -0.035, -0.056], [0.013, 0.006, 0.006], [-0.013, 0.017, -0.009], [0.009, -0.015, 0.016], [0.020, -0.057, 0.087], [0.014, 0.020, -0.156], [-0.059, -0.036, -0.051], [0.038, -0.020, 0.047], [-0.005, 0.009, -0.024], [-0.002, -0.002, -0.003], [-0.024, 0.006, 0.054], [-0.047, 0.147, 0.048], [-0.080, 0.062, 0.013], [0.074, -0.037, -0.052], [-0.022, 0.008, 0.040], [-0.004, -0.003, -0.016], [0.014, 0.018, -0.135], [-0.012, 0.092, -0.050], [-0.006, 0.062, -0.003], [0.007, -0.003, -0.011], [0.008, -0.020, -0.021], [-0.029, 0.001, 0.049], [0.024, -0.029, -0.054], [-0.009, -0.005, 0.000], [-0.009, 0.029, -0.008], [0.000, 0.016, 0.008], [0.006, 0.013, 0.010], [-0.038, 0.036, -0.014], [-0.012, 0.011, 0.016], [0.013, 0.000, -0.018], [0.026, -0.013, 0.002], [0.019, -0.006, 0.023], [0.001, -0.052, 0.020], [-0.001, -0.005, -0.002], [0.011, -0.003, 0.029], [0.018, -0.007, 0.006], [0.010, -0.004, -0.007], [-0.006, -0.014, 0.025], [-0.001, -0.025, 0.012], [-0.006, 0.011, 0.014], [-0.013, -0.008, 0.014], [-0.007, -0.019, 0.006], [0.011, 0.017, 0.001], [0.035, -0.148, -0.033], [-0.006, 0.102, 0.033], [-0.017, 0.078, 0.046], [0.043, -0.057, -0.005], [0.018, -0.018, 0.008], [-0.043, 0.152, 0.083], [-0.023, -0.033, -0.066], [0.053, -0.067, -0.004], [0.022, 0.005, 0.130], [-0.018, 0.000, -0.233], [0.088, -0.049, -0.096], [0.001, -0.019, -0.020], [-0.016, 0.002, -0.023], [-0.014, 0.018, 0.009], [-0.011, 0.023, 0.008], [0.001, 0.006, 0.017], [-0.040, 0.006, -0.018], [-0.043, 0.009, 0.053]], "lowdin_charge": [-0.2753, 0.2761, 0.3838, -0.5818, 0.4537, 0.3114, -0.3087, -0.1130, -0.0839, -0.1010, -0.0935, -0.0790, -0.3154, -0.0916, -0.0875, -0.0961, -0.0874, -0.1120, -0.3214, -0.0908, -0.0948, -0.1066, -0.0911, -0.1046, -0.3900, -0.1114, -0.0876, -0.1019, -0.0908, -0.0953, 0.0653, 0.1015, 0.0940, 0.0954, 0.0900, 0.0713, 0.0969, 0.0957, 0.1020, 0.1002, 0.1076, 0.0963, 0.0944, 0.0996, 0.0750, 0.0920, 0.0964, 0.0919, 0.0949, 0.0981, 1.0962, -0.5937, -0.1715, -0.1011, -0.0541, -0.1734, -0.0589, -0.0806, -0.1339, -0.2756, -0.2338, 0.0810, 0.0942, 0.1032, 0.0995, 0.0989, 0.0769, 0.0555], "total_charge": -1, "lumo_ev": [2.50, 2.50], "max_force_ev_per_a": 0.55, "homo_lumo_gap_ev": [7.2, 7.1], "multiplicity": 2, "e_tot_ev": -126013.032, "relative_energy_kj_mol": 35.43}